No. 1
Density functional theory data (ωB97M-V/def2-TZVPD) for a single C16H31N3S molecule.

Geometry (Å):
S: -4.3501 2.0179 0.3735
N: -1.1283 -0.0746 0.0370
N: -1.9948 0.9369 0.2310
N: -3.7261 -0.5230 -0.1188
C: 0.8962 1.3250 0.3793
C: 5.1557 -0.0868 0.4268
C: 5.2550 -1.5744 0.0749
C: 3.9808 -2.2241 -0.4841
C: 2.1292 1.5372 -0.5087
C: -5.3906 -2.0757 0.7305
C: 5.0762 0.8151 -0.8071
C: 4.5864 2.2398 -0.5193
C: -3.3407 0.7296 0.1436
C: 0.1377 0.0546 0.0773
C: -5.3363 -1.4225 -1.7065
C: 3.2300 2.3358 0.1895
C: 1.9232 -1.5282 0.9485
C: 2.9220 -2.6209 0.5558
C: 0.9098 -1.2161 -0.1598
C: -5.0932 -0.9619 -0.2704
H: 3.4341 -2.9632 1.4579
H: 4.2912 0.0693 1.0665
H: 5.3272 2.7526 0.0988
H: 4.5277 2.7734 -1.4711
H: 0.2398 2.1941 0.2963
H: 2.5377 0.5702 -0.7786
H: -1.7040 1.8910 0.4274
H: 3.5368 -1.5780 -1.2417
H: -6.4314 -2.3771 0.6549
H: 2.3546 -3.4696 0.1655
H: 1.2096 1.2698 1.4278
H: 6.0510 -1.6937 -0.6651
H: -6.3742 -1.7166 -1.8337
H: 1.3733 -1.8583 1.8330
H: 4.2896 -3.1380 -0.9977
H: 0.1929 -2.0343 -0.2426
H: 3.3397 1.9765 1.2154
H: -5.2020 -1.7312 1.7441
H: 6.0371 0.1927 1.0091
H: -4.7621 -2.9420 0.5325
H: 1.4222 -1.1430 -1.1219
H: -2.9797 -1.1948 -0.2454
H: 2.4654 -0.6278 1.2228
H: 4.4296 0.3600 -1.5582
H: 2.9444 3.3883 0.2533
H: 5.5588 -2.1264 0.9676
H: -4.7008 -2.2732 -1.9454
H: 1.8346 2.0393 -1.4323
H: 6.0696 0.8832 -1.2575
H: -5.1167 -0.6158 -2.4013
H: -5.7205 -0.0909 -0.0527

Computed properties:
ΔE to the lowest compared entry with this formula, charge and spin = 0.0353 eV
SMILES = CC(C)NC(=S)NN=C1CCCCCCCCCCC1
Kohn-Sham gap = 8.7608 eV

No. 2
Density functional theory data (ωB97M-V/def2-TZVPD) for a single C3H7NO molecule at a distorted geometry.

Geometry (Å):
O: -1.1017 0.8150 0.6793
N: 0.1766 -0.6076 -1.2218
C: 0.0718 -1.1676 0.3479
C: 0.7484 0.6533 -0.5124
C: 0.0862 0.3582 0.7382
H: 0.4950 1.6805 -0.9398
H: 0.6961 -1.9955 0.8894
H: 0.6909 0.6344 1.5424
H: -0.8730 -1.3408 0.6312
H: 0.8794 -0.9303 -1.8182
H: 1.9684 0.4672 -0.6236
H: -1.7180 0.1545 -0.0050

Computed properties:
ΔE to the lowest compared entry with this formula, charge and spin = 4.9291 eV
SMILES = OC1CNC1
Kohn-Sham gap = 10.2657 eV

No. 3
Density functional theory data (ωB97M-V/def2-TZVPD) for a molecular structure, C17H27CrFNO2P2 at a distorted geometry.

Geometry (Å):
Cr: 0.3138 -0.1582 0.0005
P: -1.3458 0.2530 -2.0158
P: 2.1705 0.4065 1.2646
F: -1.5544 -5.1722 3.1472
O: 2.9013 2.9048 -0.8495
O: 0.5750 2.3908 -0.8745
N: 1.6388 -0.5748 -1.4629
C: -0.4496 -1.8813 0.9189
C: 2.0593 -1.4682 -3.6081
C: 3.4342 -1.3735 -3.3748
C: 3.3253 0.5000 -0.1028
C: -0.6078 -4.2985 1.1521
C: -0.2196 -3.1597 0.4141
C: 2.9518 -0.3096 -1.3028
C: -1.4801 1.6001 -3.2094
C: -1.1342 -1.7079 2.1225
C: 2.0804 1.9733 2.1448
C: -1.5289 -2.8142 2.8870
C: -2.9603 -0.4467 -1.6685
C: -1.2291 -4.0785 2.3826
C: 1.1756 -1.0189 -2.6403
C: -0.3265 -1.0500 -2.8354
C: 3.8873 -0.7890 -2.2005
C: 2.5993 -0.8773 2.4454
H: -2.8739 -1.3544 -1.0555
H: 3.6118 -0.7299 2.8375
H: 4.9388 -0.6245 -1.9687
H: 3.0990 2.2838 2.4178
H: -1.6285 1.2247 -4.2273
H: 1.8981 -0.8611 3.2895
H: 0.2819 -3.3051 -0.5492
H: -1.3412 -0.6932 2.4684
H: 1.4570 1.8520 3.0442
H: -0.4182 -5.3164 0.8003
H: 4.1435 -1.7289 -4.1142
H: 3.2680 1.5496 -0.4358
H: 3.3771 3.0996 -1.6888
H: 2.5214 -1.8753 2.0013
H: 1.6404 -1.8824 -4.5260
H: -0.8460 1.2623 -1.0305
H: -0.7187 -2.0364 -2.5372
H: 4.3378 0.3260 0.2607
H: -2.0371 -2.7044 3.8461
H: -3.4802 -0.7008 -2.6044
H: 0.1475 3.2248 -0.5340
H: 1.6225 2.7038 1.4644
H: -3.5645 0.2843 -1.1153
H: -2.3071 2.2391 -2.8807
H: 1.8673 2.7456 -1.0187
H: -0.5447 2.1618 -3.1006
H: -0.5509 -0.9659 -3.9077

Computed properties:
2S+1 = 4
Kohn-Sham gap (spin up / spin down) = 6.6242 / 7.7010 eV
total charge = +2
<S²> = 3.9372

No. 4
Density functional theory data (ωB97M-V/def2-TZVPD) for a gas-phase ion, C14H8F4NO4 (charge -1) at a distorted geometry.

Geometry (Å):
F: -1.1862 -1.3494 1.1586
F: -1.2096 -4.1163 1.7021
F: 3.5156 -4.0198 2.1809
F: 3.4311 -1.1803 1.9903
O: 1.0998 0.0159 1.2269
O: 3.2589 -0.4829 -0.9471
O: 1.1363 -5.3213 2.3505
O: 2.5668 1.5566 -0.7429
N: 2.3570 0.3318 -0.6963
C: 1.0723 -0.1894 -0.2487
C: -2.0489 1.3160 -1.9245
C: 0.0412 0.8011 -0.7633
C: 1.1167 -4.1156 2.0370
C: 2.3379 -1.9791 1.8600
C: -0.9966 0.4223 -1.6547
C: 0.0642 2.1088 -0.2996
C: 2.3572 -3.3451 2.0046
C: -3.2253 3.5375 -1.6259
C: -0.0834 -3.4014 1.7287
C: 1.1332 -1.3117 1.4882
C: -0.0680 -2.0684 1.4540
C: -0.9938 2.9814 -0.5798
C: -2.0729 2.5858 -1.3631
H: 0.8640 2.4093 0.3585
H: -4.0392 3.0831 -2.2609
H: -0.9611 -0.6207 -2.0177
H: -2.9348 4.4367 -2.2177
H: -0.9575 3.9842 -0.1434
H: 0.9255 -1.1398 -0.7827
H: -3.6063 4.0518 -0.6994
H: -2.8939 1.0189 -2.5725

Computed properties:
ΔE to the lowest compared entry with this formula, charge and spin = 0.0000 eV
Kohn-Sham gap = 5.7524 eV
total charge = -1

Energy? In order: -32400.9671 -6757.8212 -73351.3283 -35193.9161 eV.